ORCA calculation (ωB97M-V/def2-TZVPD) on a 5-piece molecular cluster, C26H42ClN5O7S2 overall.

Values from the calculation:
frontier orbital gap = 9.228 eV
ΔE to the lowest compared entry with this formula, charge and spin = 90.2 kcal/mol
net charge = 0
SMILES = C[C@@H](COC(=O)CSN(CC(=O)Cl)C(=O)O)OC(=O)CS.CCCC#N.CCCC#N.CCCC#N.CCCC#N
lowest unoccupied orbital energy = 0.13 eV
highest occupied orbital energy = -0.3345 Ha

Structure (XYZ):
```
83
Properties=species:S:1:pos:R:3:forces:R:3
C -2.0193 2.6897 0.5645 1.25 0.93 0.83
C -0.4690 2.4397 0.9954 -1.87 -0.24 -1.82
C 0.2654 1.8413 -0.3131 0.33 2.17 -0.26
O -0.0821 0.4674 -0.6127 1.65 -1.03 1.95
C 0.8043 -0.4654 -0.0296 2.70 -0.79 0.84
O 2.0344 -0.3390 0.1189 -4.33 0.58 -0.67
C 0.1568 -1.8795 0.4416 -1.40 1.08 -1.08
S 1.3594 -3.2010 -0.0576 -0.07 -0.09 0.07
N 1.9379 -4.0957 1.3109 -0.92 0.33 0.91
C 2.2968 -3.2419 2.4769 1.09 -0.92 1.31
C 3.7393 -2.5293 2.2771 -0.37 3.52 0.10
O 3.9335 -1.3107 2.3469 -0.70 -5.06 -0.14
Cl 5.1320 -3.7068 1.9778 -1.46 0.93 0.22
C 1.0579 -5.2205 1.6761 -2.85 -1.67 1.19
O -0.0673 -5.1431 2.2036 3.98 0.27 -1.98
O 1.5580 -6.5307 1.3589 0.43 3.00 1.25
O 0.0900 3.7839 1.1769 0.96 -1.35 2.24
C 1.0505 3.8084 2.2235 4.10 0.75 -0.83
O 2.2560 4.0261 1.9304 -4.75 -0.65 0.97
C 0.6753 3.6319 3.7635 -1.43 0.46 -0.25
S 2.2324 3.1968 4.6765 -0.10 -0.50 0.18
H -2.4112 3.5183 1.2599 0.31 -1.48 -0.76
H -2.6436 1.7405 0.5791 0.89 1.38 0.03
H -2.0341 3.1526 -0.4872 0.23 -0.86 2.01
H -0.3858 1.7786 1.9204 0.11 0.90 -1.17
H -0.1275 2.4714 -1.1989 0.60 -1.13 1.42
H 1.3814 2.0619 -0.2490 -1.35 -0.83 -0.01
H -0.8153 -2.0067 -0.1681 1.47 -0.04 1.03
H -0.1495 -1.8850 1.5377 0.63 0.13 -1.41
H 1.4865 -2.5126 2.8132 1.32 -0.65 -0.74
H 2.4549 -3.9638 3.3687 -0.19 1.15 -1.31
H 2.5097 -6.5309 1.6447 -0.90 0.03 -0.83
H 0.3161 4.6412 4.1892 0.37 -1.51 -1.01
H -0.1863 2.8979 3.8912 1.24 0.90 -0.08
H 1.8441 2.4628 5.7950 -0.41 0.73 -1.14
C 10.5397 -6.3011 2.5204 0.07 -0.05 0.00
C 10.2065 -4.8159 2.4237 0.29 -0.21 -0.04
C 8.7192 -4.5240 2.6361 -0.20 -0.34 -0.73
C 7.9055 -5.2255 1.5871 -1.59 -1.14 -1.70
N 7.2680 -5.7780 0.7618 2.05 1.66 2.55
H 10.0316 -6.8794 1.7445 -0.03 0.06 0.08
H 11.6132 -6.4586 2.3915 -0.08 0.00 0.06
H 10.2511 -6.7050 3.4957 0.03 0.00 -0.09
H 10.5204 -4.4453 1.4427 -0.10 0.07 0.11
H 10.7873 -4.2717 3.1740 -0.14 0.06 -0.05
H 8.5338 -3.4489 2.5709 -0.16 -0.14 -0.05
H 8.3983 -4.8639 3.6245 -0.08 -0.03 -0.14
C -4.7882 3.9713 -4.6375 -0.07 0.04 -0.02
C -3.2752 3.8238 -4.7588 -0.25 0.29 -0.10
C -2.7670 2.4697 -4.2586 -0.14 0.21 0.80
C -3.1108 2.3012 -2.8065 -0.51 -0.62 2.48
N -3.3794 2.1691 -1.6634 0.10 0.15 -4.51
H -5.1158 3.9216 -3.5958 0.04 -0.06 -0.06
H -5.1081 4.9385 -5.0320 0.01 -0.10 0.00
H -5.3048 3.1869 -5.1989 0.02 0.07 0.05
H -2.7940 4.6308 -4.1970 0.07 -0.14 -0.06
H -2.9890 3.9465 -5.8072 0.09 -0.11 0.11
H -1.6822 2.4081 -4.3793 -0.08 -0.10 0.13
H -3.2179 1.6547 -4.8310 -0.02 0.06 0.12
C -4.1016 -2.8442 -5.9476 -0.06 -0.05 -0.01
C -2.6244 -2.6073 -5.6516 -0.22 -0.31 -0.06
C -2.2790 -1.1247 -5.4942 -0.13 0.15 -0.89
C -2.5979 -0.3892 -6.7687 -0.42 1.46 -2.00
N -2.8475 0.1834 -7.7699 0.74 -1.77 3.12
H -4.4008 -2.3892 -6.8953 0.04 0.03 0.09
H -4.3067 -3.9146 -6.0229 0.00 0.09 0.05
H -4.7317 -2.4319 -5.1535 0.02 -0.04 -0.08
H -2.0268 -3.0434 -6.4583 0.04 0.11 0.12
H -2.3570 -3.1352 -4.7317 0.09 0.13 -0.05
H -1.2156 -1.0080 -5.2703 -0.10 0.15 -0.10
H -2.8488 -0.6826 -4.6721 0.00 0.02 -0.13
C -6.2643 5.3292 2.9566 -0.05 0.06 -0.02
C -5.6331 4.0233 2.4852 -0.19 0.28 -0.17
C -4.8676 3.2976 3.5942 0.58 0.59 0.01
C -3.7521 4.1672 4.0990 2.01 1.28 1.07
N -2.8763 4.8517 4.4953 -2.67 -2.12 -1.29
H -5.5080 6.0469 3.2848 -0.03 -0.09 0.03
H -6.8228 5.7966 2.1421 0.01 -0.05 0.09
H -6.9556 5.1536 3.7865 0.05 0.05 -0.06
H -4.9601 4.2363 1.6486 -0.02 -0.15 0.08
H -6.4197 3.3649 2.1055 0.15 -0.07 0.05
H -4.4467 2.3643 3.2115 0.09 0.10 0.13
H -5.5347 3.0531 4.4252 0.14 0.08 0.01
```
Forces are in eV/Å.



ORCA calculation (ωB97M-V/def2-TZVPD) on a 2-piece molecular cluster, C4H14N2O2 overall.

Values from the calculation:
frontier orbital gap = 10.044 eV
ΔE to the lowest compared entry with this formula, charge and spin = 44.9 kcal/mol
net charge = 0
SMILES = C[C@@H](O)[C@@H](N)CN.O
lowest unoccupied orbital energy = 0.74 eV
highest occupied orbital energy = -0.3419 Ha

Structure (XYZ):
```
22
Properties=species:S:1:pos:R:3:forces:R:3
C -0.1196 1.7487 -1.2795 -0.57 -1.48 -0.52
C 0.3315 0.2276 -1.1763 -1.33 1.40 0.87
O 1.6855 0.1955 -1.5357 0.63 -0.20 -0.46
C 0.0605 -0.3512 0.3024 2.13 2.48 -2.91
N -1.2722 -0.8821 0.3126 0.17 -1.24 0.73
C 1.2839 -1.2570 0.5959 -1.91 -0.94 1.75
N 0.8832 -1.8334 1.8838 1.63 -1.57 1.51
H 0.7339 2.4046 -1.0768 -0.11 -0.17 -0.34
H -0.5520 1.8434 -2.3179 0.60 0.58 1.16
H -0.9093 1.9962 -0.5319 1.22 0.20 -1.53
H -0.2626 -0.3304 -1.9126 -0.01 -0.17 0.33
H 1.8599 -0.6214 -2.0169 0.06 0.16 0.12
H 0.0550 0.5892 0.8851 0.44 -0.67 0.49
H -1.6130 -1.0303 1.2786 0.36 0.19 -0.73
H -1.1235 -1.8284 -0.0398 -0.70 -0.05 -0.09
H 2.3021 -0.8777 0.5469 -0.32 0.80 0.09
H 1.2829 -2.1290 -0.0553 -0.18 0.03 -0.64
H 0.7392 -1.1338 2.6256 0.44 -0.45 -0.54
H 1.5881 -2.5579 2.2109 -1.27 1.41 -0.28
O -2.5227 1.9040 0.6326 1.00 -0.36 0.35
H -1.7382 1.4081 0.2870 -1.86 -0.16 0.58
H -2.1075 2.3522 1.3814 -0.42 0.19 0.07
```
Forces are in eV/Å.



ORCA calculation (ωB97M-V/def2-TZVPD) on C29H22Br2N4O3PbS2 as an isolated structure.

Values from the calculation:
frontier orbital gap = 7.401 eV
ΔE to the lowest compared entry with this formula, charge and spin = 12.7 kcal/mol
net charge = 0
lowest unoccupied orbital energy = -0.07 eV
highest occupied orbital energy = -0.2745 Ha

Structure (XYZ):
```
63
Properties=species:S:1:pos:R:3:forces:R:3
Pb 0.2773 -0.1095 -0.4953 -0.35 -0.17 0.17
C -3.1782 0.5519 1.8579 0.01 0.00 0.02
C -2.3247 -0.5670 2.3226 -0.06 0.18 -0.03
O -1.0281 -0.2669 2.5313 0.01 -0.02 0.12
C -2.5419 -1.8793 2.5715 -0.05 -0.15 0.02
C -1.2860 -2.4191 2.9298 0.09 -0.10 0.01
C -0.8772 -3.8027 3.2793 -0.03 0.01 0.00
N -0.3982 -1.4507 2.8798 0.20 0.17 -0.08
N 0.9230 -1.5556 3.1395 -0.17 -0.08 0.01
C 1.7290 -0.6288 2.5810 -0.03 -0.04 -0.05
O 1.3695 0.3746 1.9516 0.08 0.16 -0.08
C 3.1928 -0.9261 2.7224 -0.03 -0.03 0.02
C 3.6722 -2.0666 3.3584 -0.01 -0.01 0.04
C 5.0332 -2.3321 3.3774 -0.03 0.01 -0.02
C 5.9209 -1.4613 2.7594 -0.01 0.01 0.00
C 5.4464 -0.3178 2.1299 -0.04 -0.02 -0.01
C 4.0854 -0.0516 2.1109 0.04 -0.01 -0.02
H -2.7534 1.0080 0.9612 -0.01 -0.03 -0.04
H -3.2631 1.3192 2.6287 0.01 -0.02 0.00
H -4.1701 0.1745 1.6207 0.00 0.01 0.01
H -3.4743 -2.4110 2.4948 0.04 0.01 0.00
H -1.7442 -4.3878 3.5774 0.00 0.01 -0.01
H -0.1437 -3.7811 4.0832 -0.02 0.00 0.00
H -0.4064 -4.2841 2.4196 0.01 0.02 0.01
H 2.9718 -2.7468 3.8255 0.02 0.02 -0.01
H 5.4015 -3.2263 3.8645 0.00 0.01 0.00
H 6.9825 -1.6763 2.7662 -0.01 0.01 0.00
H 6.1350 0.3627 1.6447 -0.01 -0.01 0.00
H 3.6917 0.8222 1.6078 0.01 0.00 0.01
C 0.6551 -3.3377 -2.3731 -0.08 0.02 -0.01
C -0.1562 -2.3750 -3.1926 0.07 0.00 0.05
C -0.4040 -2.6545 -4.5553 0.03 -0.07 0.01
C -1.1662 -1.8044 -5.2929 0.02 0.03 -0.04
C -1.7213 -0.6489 -4.6964 -0.01 -0.07 0.04
C -2.5645 0.2669 -5.3646 0.01 0.01 -0.05
Br -3.0086 0.0166 -7.1929 0.00 -0.01 0.01
C -3.0727 1.3465 -4.7054 0.00 0.02 0.04
C -2.7528 1.5662 -3.3595 0.03 0.00 0.05
Br -3.4953 3.0680 -2.4861 0.00 0.01 -0.01
C -1.9129 0.7332 -2.6268 -0.11 0.03 -0.14
O -1.6114 0.9414 -1.3860 0.28 -0.02 0.06
C -1.4098 -0.4190 -3.3390 0.08 -0.07 0.11
N -0.6265 -1.2888 -2.6230 0.03 0.20 -0.18
H 0.2742 -4.3511 -2.5080 0.01 -0.01 0.00
H 0.6092 -3.0819 -1.3163 0.02 -0.01 -0.03
H 1.7040 -3.3348 -2.6769 -0.03 0.03 -0.01
H 0.0216 -3.5471 -4.9961 -0.02 0.01 0.01
H -1.3556 -2.0010 -6.3395 -0.02 -0.01 0.01
H -3.7223 2.0426 -5.2175 0.00 0.00 0.02
S 2.3069 1.0100 -1.8572 -0.05 -0.04 -0.03
C 3.1600 -0.4156 -1.3763 -0.08 -0.10 0.11
N 2.6007 -1.3946 -0.7179 0.12 -0.15 -0.15
C 3.4868 -2.4360 -0.4788 -0.02 0.15 0.10
C 3.1960 -3.6150 0.2041 -0.06 0.00 0.03
C 4.1905 -4.5615 0.3598 0.03 0.01 0.00
C 5.4766 -4.3442 -0.1448 -0.03 0.03 -0.01
C 5.7834 -3.1711 -0.8119 -0.02 -0.01 0.02
C 4.7781 -2.2244 -0.9733 0.06 0.01 -0.04
S 4.8470 -0.6708 -1.7483 0.07 0.07 -0.04
H 2.2066 -3.7620 0.6223 0.03 -0.01 -0.02
H 3.9763 -5.4792 0.8933 0.00 0.01 -0.01
H 6.2418 -5.0973 -0.0078 -0.01 0.01 0.00
H 6.7807 -2.9926 -1.1938 -0.02 -0.01 0.01
```
Forces are in eV/Å.



ORCA calculation (ωB97M-V/def2-TZVPD) on C28H36O17S4V as an isolated structure.

Values from the calculation:
frontier orbital gap (alpha / beta) = 5.839 / 5.837 eV
ΔE to the lowest compared entry with this formula, charge and spin = 23.8 kcal/mol
net charge = -2
lowest unoccupied orbital energy (alpha / beta) = 3.59 / 3.59 eV
2S+1 = 2
highest occupied orbital energy (alpha / beta) = -0.0825 / -0.0824 Ha

Structure (XYZ):
```
86
Properties=species:S:1:pos:R:3:forces:R:3
O -9.5302 7.3303 12.5425 -2.34 -0.13 1.15
V -10.9219 7.0562 13.2459 4.00 1.74 -0.96
C -9.2218 3.6652 15.6064 -0.63 0.95 -1.92
C -9.6634 4.8498 15.0106 0.65 0.63 1.31
C -9.7225 6.1601 15.8755 -0.18 -1.55 0.50
O -10.0457 7.1942 15.2300 -0.75 0.57 -0.64
C -9.5389 6.0552 17.2594 -0.59 1.33 -2.81
C -9.1838 4.8381 17.8219 0.15 -0.35 3.26
C -8.9726 3.5830 16.9640 1.12 -1.57 1.15
O -8.5475 2.5171 17.4620 -0.44 1.14 0.25
O -9.0732 4.7852 19.0720 0.08 -0.74 -1.17
O -9.9950 5.0318 13.8185 -0.85 -0.02 -0.93
H -8.9687 2.8008 15.0043 -0.21 -0.03 -0.08
H -9.7569 6.9299 17.8565 0.32 -0.08 0.29
C -12.1701 11.4476 12.7202 -0.51 0.38 -0.18
C -11.9588 10.0960 12.6529 1.30 0.09 1.78
C -12.2754 9.3286 11.4111 -0.06 -1.56 -0.44
O -11.9862 8.0775 11.3294 0.32 0.01 1.51
C -12.8817 9.9549 10.3643 -0.56 0.95 -0.99
C -13.2251 11.3465 10.3762 0.48 0.36 0.75
C -12.7885 12.1558 11.6600 -0.02 0.50 -0.70
O -12.9489 13.3767 11.6119 0.01 -0.24 0.40
O -13.7582 12.0196 9.5035 -0.20 -0.62 -0.48
O -11.3809 9.5115 13.6516 -0.34 -1.75 -0.99
H -11.8509 11.9927 13.5999 0.01 -0.02 0.04
H -13.0483 9.3674 9.4684 -0.17 0.05 -0.03
C -12.5194 2.7766 14.1564 -0.34 -0.09 0.53
C -11.6160 2.0961 13.1184 -0.46 0.09 -0.07
C -11.4627 3.0298 11.9015 0.11 0.33 0.82
S -12.8126 4.2389 12.0340 -0.13 -0.56 -0.68
O -13.6318 4.1545 10.8284 0.53 0.45 0.72
O -12.2888 5.5015 12.5068 -0.71 -0.30 -0.49
C -13.6678 3.4885 13.4194 0.83 -0.36 0.45
H -11.9169 3.4091 14.8108 -0.12 0.37 -0.31
H -12.9580 2.0377 14.8306 0.05 -0.11 -0.06
H -12.0857 1.1574 12.8176 0.16 -0.10 -0.03
H -10.6663 1.9106 13.6164 0.11 -0.17 -0.33
H -11.5651 2.5812 10.9181 0.01 -0.14 0.06
H -10.5287 3.5817 12.0036 -0.17 0.21 -0.22
H -14.3569 2.7172 13.0783 -0.12 0.25 -0.37
H -14.1809 4.2389 14.0169 0.01 0.17 -0.16
C -12.4041 8.1628 17.6495 0.34 -0.04 -0.31
C -13.5772 9.1146 17.3334 0.03 -0.73 0.92
C -13.9813 8.8869 15.8754 -0.27 0.89 -0.49
S -13.6413 7.1591 15.5515 -0.78 -0.40 1.79
O -12.6536 7.0625 14.5119 -0.63 -0.30 -0.11
O -14.8951 6.4020 15.4833 1.10 0.51 -0.50
C -12.8656 6.7908 17.1797 -0.49 0.52 -1.28
H -12.1266 8.1014 18.7018 -0.23 0.23 0.09
H -11.5055 8.4754 17.1125 -0.01 -0.15 -0.16
H -13.3599 10.1330 17.6478 0.04 0.16 -0.56
H -14.3777 8.7739 17.9991 -0.29 0.15 -0.17
H -13.4627 9.5084 15.1392 0.67 -0.29 0.20
H -15.0257 9.0852 15.6327 -0.16 -0.34 0.41
H -12.0943 6.0397 17.0167 0.02 0.02 0.18
H -13.7244 6.4386 17.7497 0.19 -0.21 0.20
C -11.8562 4.2953 7.5395 0.10 -1.22 0.22
C -11.9097 5.7512 7.0574 0.32 -0.86 0.48
C -11.3632 6.5590 8.2412 -0.06 -0.11 -0.03
S -10.0671 5.5555 9.0209 -0.29 -0.45 0.14
O -10.3916 5.4209 10.4251 0.44 -0.16 -0.76
O -8.7584 5.9759 8.5717 -0.27 -0.02 0.22
C -10.4675 3.9934 8.1248 -0.07 1.82 -0.40
H -11.9817 3.5678 6.7329 -0.40 0.20 -0.13
H -12.6384 4.1170 8.2813 0.05 0.02 0.06
H -12.9526 5.9656 6.8330 0.09 0.42 -0.05
H -11.3165 5.8025 6.1430 0.08 0.46 0.05
H -12.1183 6.6538 9.0232 0.03 0.17 0.02
H -10.9371 7.5348 8.0233 -0.01 -0.01 -0.04
H -10.3226 3.1031 8.7263 -0.15 0.08 0.15
H -9.7594 4.0493 7.2963 0.18 -0.38 0.10
C -6.3087 11.7551 12.2494 0.58 0.45 -0.10
C -7.0676 11.5490 13.5605 -0.49 -0.17 0.50
C -7.8211 10.2019 13.4820 0.33 0.78 -0.39
S -6.6796 9.1301 12.5523 -0.12 -0.39 -0.25
O -7.3508 8.6057 11.3935 0.35 0.34 0.00
O -5.9329 8.2257 13.3997 -0.22 0.38 0.09
C -5.5438 10.4532 12.0226 0.30 -0.04 0.36
H -5.6123 12.5907 12.3629 0.12 -0.08 0.06
H -6.9423 12.0731 11.4206 -0.31 -0.50 0.03
H -7.7700 12.3583 13.7638 -0.09 -0.03 -0.17
H -6.3862 11.5534 14.4153 0.24 -0.12 -0.14
H -8.7168 10.3796 12.8869 0.00 -0.52 -0.19
H -8.1308 9.7721 14.4304 0.25 -0.20 -0.01
H -5.1148 10.1908 11.0566 -0.66 0.20 -0.33
H -4.6659 10.4405 12.6728 -0.27 -0.15 0.40
```
Forces are in eV/Å.



Number 1: DFT total energy -83614.0908 eV. Number 2: DFT total energy -11448.7444 eV. Number 3: DFT total energy -209536.8517 eV. Number 4: DFT total energy -133456.9207 eV.